Computed, not measured: a 3-piece molecular cluster, H6O2S2 overall, with wB97M-V/def2-TZVPD.

Atoms and positions in Å:
S -0.5473 2.2667 1.4156
S -1.8007 1.5095 2.9482
H -0.5065 3.5242 1.9580
H -2.7889 2.2928 2.6659
O -1.9427 -3.0295 -4.3842
H -2.3090 -3.8193 -3.9081
H -1.1380 -2.6525 -4.0567
O 3.3795 -0.2473 0.9366
H 3.2242 0.4410 1.5725
H 4.4293 -0.2855 0.8521

Results
relative energy (zero: lowest compared OMol25 entry of this formula, charge and spin): 0.720 eV
maximum force: 3.757 eV/Å
M: 102.2 g mol⁻¹
LUMO level: 0.145 eV
structure (SMILES): SS.O.O

=====

Computed, not measured: a 2-piece molecular cluster, C3H5NO2 overall, with wB97M-V/def2-TZVPD.

Atoms and positions in Å:
N -2.2751 0.0301 0.2201
C -3.2135 0.7857 0.2383
O -4.0746 1.4739 0.3712
H -1.9753 -0.7145 -0.3233
C 1.4611 0.3422 0.2596
C 1.8906 -0.8537 -0.4698
O 1.1901 -1.8067 -0.7158
H 2.2901 0.9480 0.3876
H 1.0327 0.0170 1.2134
H 0.6597 0.7029 -0.4907
H 3.0142 -0.9250 -0.6906

Results
relative energy (zero: lowest compared OMol25 entry of this formula, charge and spin): 1.572 eV
maximum force: 6.736 eV/Å
M: 87.1 g mol⁻¹
LUMO level: 0.703 eV
structure (SMILES): N=C=O.CC=O